No. 1
Computed, not measured: an isolated molecule of C6H9N in a non-equilibrium geometry, with wB97M-V/def2-TZVPD.

Its LUMO energy is 0.992 eV. Its gap between HOMO and LUMO is 8.4 eV. As for the SMILES: Cc1cc[nH]c1C. For the total energy, the calculation gives -288.70754 hartree. As for the highest occupied orbital energy: -7.4 eV. For the relative energy (zero: lowest compared OMol25 entry of this formula, charge and spin), the calculation gives 195.6 kJ/mol.

Last columns: bonded neighbours and bond lengths (Å).
Element x y z (Å)
1 C 0.279 1.066 -1.947  C2 1.505, H8 1.094, H9 1.100, H10 1.094
2 C -0.125 0.215 -0.774  C1 1.505, C3 1.422, C6 1.411
3 C -1.249 -0.654 -0.697  C2 1.422, C4 1.382, H11 1.084
4 C -0.995 -1.550 0.323  C3 1.382, N5 1.344, H12 1.072
5 N 0.251 -1.325 0.775  C4 1.344, C6 1.377, H13 1.005
6 C 0.699 -0.102 0.326  C2 1.411, N5 1.377, C7 1.524
7 C 0.867 0.742 1.584  C6 1.524, H14 1.086, H15 1.097, H16 1.112
8 H -0.548 1.312 -2.619  C1 1.094
9 H 0.989 0.480 -2.550  C1 1.100
10 H 0.808 1.985 -1.677  C1 1.094
11 H -2.162 -0.605 -1.279  C3 1.084
12 H -1.605 -2.172 0.948  C4 1.072
13 H 0.729 -1.847 1.489  N5 1.005
14 H 1.265 1.746 1.466  C7 1.086
15 H 1.423 0.206 2.364  C7 1.097
16 H -0.158 0.842 2.002  C7 1.112

No. 2
Computed, not measured: an isolated molecule of C6H9N, with wB97M-V/def2-TZVPD.

Its LUMO energy is 1.035 eV. Its gap between HOMO and LUMO is 10.3 eV. As for the SMILES: [H]/N=C/CC(C)=C=C. For the total energy, the calculation gives -288.70139 hartree. As for the highest occupied orbital energy: -9.3 eV. For the relative energy (zero: lowest compared OMol25 entry of this formula, charge and spin), the calculation gives 211.7 kJ/mol.

Last columns: bonded neighbours and bond lengths (Å).
Element x y z (Å)
1 H 0.103 3.466 0.572  N2 1.022
2 N 0.695 2.726 0.189  H1 1.022, C3 1.269
3 C 0.425 1.620 0.749  N2 1.269, C4 1.504, H9 1.100
4 C 1.152 0.356 0.381  C3 1.504, C5 1.519, H10 1.097, H11 1.100
5 C 0.212 -0.792 0.057  C4 1.519, C6 1.510, C7 1.310
6 C 0.769 -2.195 0.078  C5 1.510, H12 1.097, H13 1.093, H14 1.098
7 C -1.035 -0.531 -0.247  C5 1.310, C8 1.306
8 C -2.258 -0.190 -0.554  C7 1.306, H15 1.088, H16 1.088
9 H -0.348 1.504 1.522  C3 1.100
10 H 1.802 0.572 -0.476  C4 1.097
11 H 1.806 0.064 1.216  C4 1.100
12 H 1.693 -2.255 -0.510  C6 1.097
13 H 0.053 -2.912 -0.332  C6 1.093
14 H 1.015 -2.503 1.102  C6 1.098
15 H -3.039 -0.124 0.201  C8 1.088
16 H -2.530 0.051 -1.579  C8 1.088

No. 3
Computed, not measured: an isolated molecule of C6H9N, with wB97M-V/def2-TZVPD.

Its LUMO energy is 0.932 eV. Its gap between HOMO and LUMO is 9.8 eV. As for the SMILES: [H]/N=C(\C)C(C)=C=C. For the total energy, the calculation gives -288.67913 hartree. As for the highest occupied orbital energy: -8.9 eV. For the relative energy (zero: lowest compared OMol25 entry of this formula, charge and spin), the calculation gives 270.2 kJ/mol.

Last columns: bonded neighbours and bond lengths (Å).
Element x y z (Å)
1 H 1.359 -1.284 -1.775  N2 1.014
2 N 0.577 -0.689 -1.527  H1 1.014, C3 1.277
3 C 0.486 -0.495 -0.268  N2 1.277, C4 1.508, C5 1.517
4 C 1.427 -1.148 0.712  C3 1.508, H9 1.093, H10 1.095, H11 1.096
5 C -0.611 0.421 0.243  C3 1.517, C6 1.510, C7 1.320
6 C -0.780 0.803 1.693  C5 1.510, H12 1.094, H13 1.098, H14 1.097
7 C -1.301 0.883 -0.783  C5 1.320, C8 1.308
8 C -1.274 0.910 -2.090  C7 1.308, H15 1.089, H16 1.086
9 H 1.682 -0.498 1.554  C4 1.093
10 H 2.348 -1.433 0.194  C4 1.095
11 H 0.969 -2.059 1.115  C4 1.096
12 H -1.508 1.617 1.771  C6 1.094
13 H 0.159 1.165 2.131  C6 1.098
14 H -1.138 -0.020 2.325  C6 1.097
15 H -0.575 1.599 -2.562  C8 1.089
16 H -1.819 0.226 -2.733  C8 1.086

No. 4
Computed, not measured: an isolated molecule of C6H9N in a non-equilibrium geometry, with wB97M-V/def2-TZVPD.

Its LUMO energy is 1.064 eV. Its gap between HOMO and LUMO is 10.0 eV. As for the SMILES: CC#CCN1CC1. For the total energy, the calculation gives -288.64215 hartree. As for the highest occupied orbital energy: -8.9 eV. For the relative energy (zero: lowest compared OMol25 entry of this formula, charge and spin), the calculation gives 367.3 kJ/mol.

Last columns: bonded neighbours and bond lengths (Å).
Element x y z (Å)
1 C -2.687 -1.591 -1.341  C2 1.464, H8 1.095, H9 1.095, H10 1.094
2 C -1.714 -0.615 -0.847  C1 1.464, C3 1.203
3 C -0.934 0.206 -0.440  C2 1.203, C4 1.467
4 C -0.019 1.262 0.006  C3 1.467, N5 1.436, H11 1.104, H12 1.096
5 N 0.954 0.763 0.937  C4 1.436, C6 1.418, C7 1.424
6 C 2.286 1.249 0.981  N5 1.418, C7 1.559, H13 1.086, H14 1.115
7 C 1.934 -0.243 0.698  N5 1.424, C6 1.559, H15 1.088, H16 1.106
8 H -2.738 -1.575 -2.435  C1 1.095
9 H -3.687 -1.370 -0.953  C1 1.095
10 H -2.419 -2.605 -1.028  C1 1.094
11 H 0.432 1.752 -0.875  C4 1.104
12 H -0.581 2.023 0.559  C4 1.096
13 H 2.758 1.521 1.921  C6 1.086
14 H 2.537 1.979 0.175  C6 1.115
15 H 2.331 -0.587 -0.255  C7 1.088
16 H 1.759 -1.090 1.386  C7 1.106